No. 1
# C56H61CsN10S

A structure of composition C56H61CsN10S at a distorted geometry (wB97M-V/def2-TZVPD, the OMol25 dataset).

Output
**DFT total energy**: -3136.493530 Ha
**Charge**: -2
**Strongest force on any atom**: 3.7 eV Å⁻¹
**2S+1**: 1
**Energy above the lowest of the compared OMol25 structures with the same formula, charge and spin**: 113.7 kJ/mol
**Frontier orbital gap**: 5.0271 eV
**E_HOMO**: -1.24 eV

```
129
C56H61CsN10S | the OMol25 dataset | wB97M-V/def2-TZVPD
Cs -0.2867 0.0784 -0.3443
C 4.5374 -3.9413 2.4038
C 4.4875 -2.4074 2.4023
C 3.0856 -1.8994 2.2789
C 2.2719 -1.4282 3.2619
C 2.5745 -1.2691 4.7191
C 2.1237 -2.4944 5.5257
C 0.9749 -1.1705 2.6294
C -0.1677 -0.7169 3.2966
C -1.4614 -0.5903 2.7785
C -2.6247 -0.0976 3.5244
C -2.6533 0.2692 4.9761
C -2.8048 -0.9779 5.8581
C -3.6731 -0.1386 2.6582
C -3.1331 -0.6382 1.3896
C -3.8836 -0.8093 0.2205
C -3.4340 -1.2195 -1.0399
N -2.1596 -1.5183 -1.3380
C -2.1070 -1.8574 -2.6361
C -0.9394 -2.2040 -3.3238
C 0.3575 -2.3088 -2.8073
N 0.7056 -2.0825 -1.5288
C 2.0205 -2.3304 -1.4074
C 2.7508 -2.2494 -0.2153
C 2.2815 -1.8955 1.0531
N 1.0361 -1.4709 1.3221
C 2.5730 -2.7389 -2.7021
C 1.5324 -2.7228 -3.5808
C 1.5269 -3.1042 -5.0303
C 0.9947 -4.5294 -5.2378
C 3.9928 -3.1405 -2.9594
C 4.2446 -4.6074 -2.5854
C -3.4468 -1.7916 -3.2261
C -4.2771 -1.3811 -2.2283
C -5.7446 -1.0960 -2.3024
C -6.0279 0.3998 -2.4976
C -3.7839 -2.1093 -4.6508
C -3.5463 -0.9086 -5.5765
N -1.8228 -0.9027 1.5232
C -5.0792 0.3260 2.8911
C -5.2606 1.7859 2.4600
H 5.5639 -4.3108 2.4890
H 4.0998 -4.3246 1.4815
H 3.9604 -4.3405 3.2396
H 5.0914 -2.0399 1.5672
H 4.9429 -2.0273 3.3218
H 2.0674 -0.3794 5.1019
H 3.6485 -1.1165 4.8622
H 1.0646 -2.6862 5.3496
H 2.2793 -2.3463 6.5986
H 2.6845 -3.3772 5.2138
H -0.0324 -0.4369 4.3373
H -3.4807 0.9561 5.1750
H -1.7294 0.7880 5.2461
H -3.7526 -1.4747 5.6434
H -2.7762 -0.7247 6.9222
H -1.9986 -1.6814 5.6461
H -4.9438 -0.5870 0.2980
H -1.0531 -2.4259 -4.3813
H 3.8046 -2.5074 -0.2829
H 2.5349 -3.0199 -5.4465
H 0.8881 -2.4114 -5.5872
H 1.5758 -5.2446 -4.6536
H 1.0353 -4.8241 -6.2906
H -0.0379 -4.5837 -4.8921
H 4.6680 -2.5024 -2.3826
H 4.2356 -2.9945 -4.0162
H 3.9657 -4.7803 -1.5452
H 5.2955 -4.8829 -2.7154
H 3.6376 -5.2634 -3.2117
H -6.2365 -1.4268 -1.3833
H -6.1917 -1.6578 -3.1287
H -5.5642 0.9771 -1.6971
H -7.1033 0.6009 -2.4969
H -5.6129 0.7508 -3.4435
H -4.8289 -2.4259 -4.7247
H -3.1671 -2.9475 -4.9872
H -4.1487 -0.0596 -5.2500
H -3.8077 -1.1368 -6.6142
H -2.4983 -0.6071 -5.5412
H -5.3380 0.2278 3.9501
H -5.7760 -0.3012 2.3280
H -4.5743 2.4242 3.0120
H -6.2834 2.1332 2.6365
H -5.0287 1.8989 1.4011
N -2.7722 4.5412 2.0729
C -1.5051 4.5228 1.5022
S -1.2374 5.5084 0.1337
N -0.6241 3.8238 2.1506
N 0.4135 3.2106 1.6613
C 1.5392 3.2221 2.2990
C 1.7797 4.1148 3.4663
C 0.9579 4.0906 4.5919
C 1.1583 4.9836 5.6344
C 2.1738 5.9265 5.5683
C 2.9940 5.9660 4.4481
C 2.7988 5.0676 3.4121
C 2.6245 2.3624 1.8216
C 3.7096 2.0658 2.6658
C 4.7402 1.2764 2.1980
C 4.6787 0.7900 0.9012
C 3.5506 1.0954 0.1537
N 2.5592 1.8587 0.5823
H -3.2869 5.3896 1.9148
H -2.8050 4.1827 3.0153
H 0.1646 3.3571 4.6480
H 0.5197 4.9442 6.5097
H 2.3223 6.6303 6.3791
H 3.7851 6.7043 4.3826
H 3.4341 5.1031 2.5349
H 3.7237 2.4444 3.6785
H 5.5803 1.0352 2.8401
H 5.4726 0.1790 0.4915
H 3.4479 0.7160 -0.8597
N -0.0869 4.1164 -4.4562
C 0.1743 3.5365 -3.2375
N 0.4105 2.2669 -3.3258
C 0.2856 1.9503 -4.6625
C 0.4152 0.7213 -5.3032
C 0.2267 0.6932 -6.6726
C -0.0805 1.8531 -7.3970
C -0.2052 3.0846 -6.7770
C -0.0289 3.1124 -5.3986
H -0.3352 5.0749 -4.6102
H 0.1775 4.1062 -2.3170
H 0.6444 -0.1648 -4.7238
H 0.3190 -0.2430 -7.2104
H -0.2268 1.7828 -8.4683
H -0.4208 3.9846 -7.3409
```

***

No. 2
# C20H22N5O7

A cluster of 2 separate species, C20H22N5O7 in total at a distorted geometry (wB97M-V/def2-TZVPD, the OMol25 dataset).

Output
**DFT total energy**: -1575.692861 Ha
**Charge**: -1
**Strongest force on any atom**: 3.1 eV Å⁻¹
**2S+1**: 1
**Frontier orbital gap**: 5.5986 eV
**E_HOMO**: -4.17 eV

```
54
C20H22N5O7 | the OMol25 dataset | wB97M-V/def2-TZVPD
C -1.4619 2.9150 3.7921
N -1.1130 1.6070 4.2990
C -0.8531 1.5026 5.7192
C -0.7384 0.5749 3.4377
C 0.3940 0.6879 2.5991
C 0.7403 -0.3638 1.7684
C -0.0905 -1.4851 1.6927
C 0.2158 -2.5152 0.6422
C -0.2682 -2.0069 -0.6398
C -1.7046 -2.0799 -0.9034
O -2.5459 -2.3579 -0.0639
O -2.0985 -1.8391 -2.1995
C -1.0649 -1.9625 -3.1949
C -0.6034 -3.4001 -3.3682
C -1.5989 -1.4038 -4.5082
O 0.0595 -1.1369 -2.8229
C 0.6730 -1.6053 -1.6512
O 1.8932 -1.6410 -1.5685
C -1.2336 -1.5952 2.4791
C -1.5413 -0.5897 3.3690
H -2.1347 2.8238 2.9226
H -1.9677 3.4694 4.5902
H -0.5730 3.4894 3.4947
H -1.0312 0.4691 6.0640
H 0.1927 1.7890 5.9411
H -1.5297 2.2023 6.2231
H 1.0087 1.5887 2.6287
H 1.6495 -0.3193 1.1657
H 1.2937 -2.6528 0.5615
H -0.3040 -3.4505 0.8772
H -0.2070 -3.8093 -2.4300
H -1.4386 -4.0228 -3.7006
H 0.1879 -3.3954 -4.1261
H -1.8731 -0.3503 -4.3857
H -0.8037 -1.4890 -5.2557
H -2.4851 -1.9685 -4.8090
H -1.8740 -2.4771 2.3758
H -2.4294 -0.6470 4.0035
C 4.3626 0.9976 -0.1495
O 4.0615 1.8577 -1.2850
C 2.7574 1.9081 -1.5765
N 2.4266 2.6701 -2.6246
C 1.1413 2.6390 -2.9412
N 0.4260 3.5768 -3.6557
O -0.9049 3.2434 -3.4612
N -1.0242 2.0363 -2.6318
O -2.1245 1.5742 -2.4146
C 0.2471 1.6884 -2.3001
C 0.6583 1.0796 -1.1181
N 1.9394 1.2127 -0.7856
H 5.4440 0.9016 -0.0731
H 3.9802 1.4781 0.7565
H 3.9194 0.0089 -0.2984
H -0.0513 0.5727 -0.4597
```

***

No. 3
# C3H9F3N2P2

A structure of composition C3H9F3N2P2 at a distorted geometry (wB97M-V/def2-TZVPD, the OMol25 dataset).

Output
**DFT total energy**: -1211.604275 Ha
**Strongest force on any atom**: 3.5 eV Å⁻¹
**2S+1**: 1
**Energy above the lowest of the compared OMol25 structures with the same formula, charge and spin**: 0.0 kJ/mol
**Frontier orbital gap**: 8.6940 eV
**E_HOMO**: -8.23 eV

```
19
C3H9F3N2P2 | the OMol25 dataset | wB97M-V/def2-TZVPD
C 3.3315 -1.4000 0.3794
C -0.9306 2.2115 -0.3483
C -2.0776 -1.2123 0.9760
N 0.5496 -0.8005 0.4738
N -1.1613 0.8995 -0.9292
F 2.2775 1.0027 0.8857
F 1.6420 0.4618 -1.3464
F -1.1218 -1.4888 -1.5087
P 2.0160 -0.3740 0.0766
P -0.8341 -0.5333 -0.1818
H 4.1896 -0.8173 0.2837
H 3.3386 -2.3281 -0.2586
H -0.0967 2.7283 -1.0495
H -1.8770 2.7844 -0.2930
H -0.3857 2.0467 0.5739
H -2.7931 -1.6528 0.3571
H -1.5686 -1.8192 1.6435
H -2.5253 -0.5485 1.6806
H -1.9731 0.8397 -1.4148
```

***

No. 4
# C4H8O

An isolated molecule of C4H8O at a distorted geometry (wB97M-V/def2-TZVPD, the OMol25 dataset).

Output
**DFT total energy**: -232.303895 Ha
**Strongest force on any atom**: 3.8 eV Å⁻¹
**2S+1**: 1
**Energy above the lowest of the compared OMol25 structures with the same formula, charge and spin**: 372.1 kJ/mol
**Frontier orbital gap**: 9.8790 eV
**SMILES**: COC1CC1
**E_HOMO**: -8.68 eV

```
13
C4H8O | the OMol25 dataset | wB97M-V/def2-TZVPD
C -1.6016 -1.1434 -0.1913
O -0.8335 -0.3008 0.6410
C -0.0206 0.5715 -0.0894
C 1.1241 1.0879 0.7042
C 1.1918 -0.0056 -0.6852
H -0.9648 -1.8063 -0.7980
H -2.2491 -0.5637 -0.8692
H -2.2272 -1.7534 0.4663
H -0.5809 1.2861 -0.6934
H 1.3498 2.1577 0.6009
H 1.2170 0.6840 1.7046
H 2.1056 0.7545 -0.5235
H 1.4894 -0.9684 -0.2670
```

***

No. 5
# C19H17N5O5

An isolated molecule of C19H17N5O5 at a distorted geometry (wB97M-V/def2-TZVPD, the OMol25 dataset).

Output
**DFT total energy**: -1383.833899 Ha
**Strongest force on any atom**: 3.9 eV Å⁻¹
**2S+1**: 1
**Energy above the lowest of the compared OMol25 structures with the same formula, charge and spin**: 132.8 kJ/mol
**Frontier orbital gap**: 5.5219 eV
**E_HOMO**: -7.47 eV

```
46
C19H17N5O5 | the OMol25 dataset | wB97M-V/def2-TZVPD
C 0.5301 -3.5404 -1.1129
C 1.5725 -2.6632 -1.7854
C 1.5613 -1.3192 -1.0539
N 0.7854 -1.5683 0.1595
C 0.4225 -0.5679 0.9868
C 0.5512 0.8891 0.7292
C 0.6471 1.4447 2.1891
C 0.0337 0.3958 3.0736
C -0.0329 -0.8292 2.3655
C -0.5263 -1.9972 2.9968
C -0.9537 -1.9231 4.3339
C -0.8622 -0.7079 5.0410
C -0.3629 0.4554 4.4229
C 0.1952 -2.8872 0.2290
H -0.3894 -3.5672 -1.7047
H 0.8635 -4.5591 -0.9790
H 2.5682 -3.1082 -1.7056
H 1.3756 -2.4937 -2.8406
H 2.5613 -0.9009 -0.8264
H 1.0410 -0.5456 -1.6519
H 1.4581 1.1502 0.1313
H 1.7525 1.5553 2.3465
H 0.1962 2.4392 2.3876
H -0.5201 -2.9500 2.4722
H -1.3402 -2.8457 4.8046
H -1.1950 -0.6860 6.0930
H -0.2712 1.3934 4.9740
H -0.9029 -2.8211 0.3606
H 0.5815 -3.4956 1.0633
O -2.3492 1.5501 -5.2129
N -1.4872 2.2977 -4.7077
O -0.8802 3.1662 -5.3740
C -1.1258 2.1611 -3.3069
C -0.0390 2.8979 -2.7969
C 0.3582 2.7352 -1.4795
N 1.4356 3.5897 -1.0569
O 1.9252 4.3794 -1.9165
O 1.8724 3.5183 0.1132
C -0.3429 1.8764 -0.4321
C -1.4822 1.1506 -1.0460
N -2.0561 0.0832 -0.4499
O -2.6271 -0.6312 -1.5859
N -2.4729 0.0433 -2.7865
C -1.7626 1.1960 -2.4384
H 0.4197 3.6620 -3.4428
H -0.7260 2.5780 0.4197
```

***

No. 6
# C8H16N5OS

A structure of composition C8H16N5OS at a distorted geometry (wB97M-V/def2-TZVPD, the OMol25 dataset).

Output
**DFT total energy**: -1061.340830 Ha
**Charge**: +1
**Strongest force on any atom**: 4.4 eV Å⁻¹
**2S+1**: 1
**Energy above the lowest of the compared OMol25 structures with the same formula, charge and spin**: 0.0 kJ/mol
**Frontier orbital gap**: 9.8252 eV
**E_HOMO**: -12.80 eV

```
31
C8H16N5OS | the OMol25 dataset | wB97M-V/def2-TZVPD
C -1.2490 1.5765 -0.1521
C -0.3838 0.4036 -1.7227
C 0.7510 -3.2379 -0.4147
C 1.0412 -1.6007 2.7117
C -2.4429 4.1844 -1.0786
C 2.3009 -1.5911 1.8546
C 2.6028 -2.9785 1.2591
C -1.9115 3.7855 0.2834
N -0.7642 1.6425 -1.3378
N 0.0992 0.2833 -2.9777
N -0.6107 -0.6492 -0.8929
N 1.5154 -3.4319 0.4893
N -0.0837 -3.1553 -1.3516
O -1.9271 2.3841 0.5571
S -1.4424 -0.0413 0.4238
H 1.2385 -2.1203 3.6463
H 0.5933 -0.6447 3.0597
H 0.2120 -2.1110 2.4227
H -2.2847 5.1755 -1.1938
H -1.9232 3.6598 -1.8995
H -3.5117 3.8804 -1.0362
H 3.2898 -1.3005 2.2572
H 2.2050 -0.8415 1.0418
H 3.6351 -2.9243 0.6105
H 2.8949 -3.7177 1.9968
H -2.6359 4.2503 1.0892
H -0.8727 4.0047 0.3986
H 0.4462 -0.4728 -3.6344
H 0.2460 1.2244 -3.3526
H -0.3809 -3.9420 -1.8592
H -0.6468 -1.6941 -1.1982
```